The following is a quantum chemistry calculation of C25H78BFN3O20PS2 as an isolated structure at a distorted geometry, from the OMol25 dataset.

Structure (XYZ):
```
131
Properties=species:S:1:pos:R:3:forces:R:3:lowdin_charge:R:1
C 2.970930 0.470794 -2.817143 0.86 0.13 0.22 -0.032
C 3.199278 1.981623 -2.955068 -0.75 -0.70 -1.53 -0.355
F 4.531206 2.258444 -2.651781 0.10 0.13 0.60 -0.026
C 2.199788 2.980742 -2.354132 0.95 -0.33 0.47 -0.118
C 1.817368 2.947033 -0.823117 0.33 -0.53 -0.98 -0.283
C 3.161559 2.719025 -0.080267 0.74 0.60 0.67 -0.018
B 3.274280 2.667731 1.505306 0.00 -0.79 1.42 -0.558
O 3.651682 3.728010 2.354787 -0.37 -0.07 -1.49 0.121
O 3.119308 1.419805 2.175018 0.05 1.02 -0.88 0.098
C 1.155540 4.355425 -0.573868 -1.27 0.28 1.99 -0.421
C 2.153938 5.414216 0.020387 -0.34 1.00 -0.61 -0.266
N 3.287292 5.707874 -0.862833 0.31 -0.30 0.40 0.016
P 0.468666 5.326182 -2.050160 0.56 1.28 -1.51 0.988
C -0.889603 4.441017 -2.943360 -0.83 -0.03 0.60 -0.264
O -0.446510 6.587905 -1.343579 0.42 -1.49 -0.21 -0.310
C -0.031964 4.370043 0.462256 0.50 1.11 -0.87 -0.216
O 0.180321 3.533689 1.619969 0.01 -1.56 -0.94 -0.181
S -0.153155 2.030532 1.091683 -1.70 -2.14 3.69 0.792
O 0.250764 1.080786 2.142944 0.35 1.87 -1.45 -0.289
O -1.597463 1.886645 0.860808 1.68 1.07 -0.82 -0.277
C 0.835795 1.732751 -0.525219 -0.28 1.40 -0.27 -0.414
N -0.172884 1.653781 -1.557455 0.12 -0.01 0.64 0.133
N 1.526479 0.509413 -0.214199 -0.85 -0.43 -0.51 0.109
C 1.022194 -0.547477 -0.514708 -0.90 -1.50 -1.23 -0.639
S 0.311253 -1.851417 -1.143718 1.16 1.58 1.15 0.826
H 3.436738 0.142525 -1.877220 -0.46 -0.12 -0.18 0.074
H 3.522358 -0.053751 -3.608876 -0.16 0.21 0.12 0.089
H 1.920691 0.174833 -2.889520 0.17 0.20 0.11 0.066
H 3.162974 2.176413 -4.040794 -0.22 0.18 0.27 0.142
H 1.322005 2.913458 -3.004523 0.13 0.20 0.28 0.092
H 2.721771 3.946761 -2.461680 -0.45 -0.17 -0.16 0.101
H 3.870878 3.485587 -0.436895 -0.43 -0.15 0.10 0.112
H 3.640809 1.779329 -0.395069 -0.57 0.15 -0.12 0.110
H 2.922377 3.971857 2.925034 0.00 -0.10 0.63 0.099
H 3.985490 1.016480 2.248410 0.17 -0.35 0.29 0.102
H 1.594439 6.365182 0.099821 -0.17 -0.48 0.04 0.106
H 2.425010 5.202347 1.060063 0.21 -0.38 -0.43 0.111
H 4.170086 5.666381 -0.371799 0.01 -0.07 0.05 0.080
H 3.205822 6.635031 -1.249870 -0.03 0.02 -0.11 0.071
H -1.399039 5.212390 -3.544457 0.37 -0.05 0.17 0.053
H -1.676789 4.046218 -2.272266 0.35 -0.01 -0.36 0.007
H -0.582163 3.661049 -3.644866 0.17 0.10 0.29 0.041
H -1.322233 6.234725 -1.149504 -0.29 0.15 0.30 0.016
H -1.004414 4.158425 -0.009807 0.23 -0.20 0.34 0.081
H -0.094852 5.398445 0.837642 -0.10 -0.38 0.09 0.130
H -0.733384 2.496697 -1.431110 0.07 0.02 -0.57 0.057
H -0.860805 0.924988 -1.372234 0.26 -0.24 0.09 0.073
C 4.132377 -4.075773 -0.871758 0.07 0.12 -0.21 -0.159
O 3.395115 -3.152200 -1.670952 0.21 -0.07 -0.08 -0.146
H 4.975956 -4.444480 -1.454151 -0.03 0.15 -0.10 0.079
H 4.505496 -3.576780 0.025148 0.06 -0.19 0.08 0.080
H 3.497514 -4.910486 -0.592646 0.18 -0.14 0.12 0.047
H 2.663763 -2.849408 -1.127658 -0.09 0.13 -0.10 -0.034
C 1.381837 -4.887734 2.302860 -0.08 0.15 -0.18 -0.122
O 2.076933 -4.647539 1.076129 -0.11 -0.14 0.27 -0.154
H 2.011756 -5.502394 2.942371 0.06 0.04 -0.05 0.072
H 1.176096 -3.939836 2.805717 -0.09 -0.09 0.11 0.078
H 0.444223 -5.414556 2.108422 -0.02 0.01 0.14 0.080
H 1.503532 -4.102583 0.529297 -0.07 0.02 -0.01 0.036
C 3.849346 -3.981625 5.077463 0.14 -0.43 0.10 -0.160
O 3.419453 -5.304468 5.367955 -0.19 0.22 0.07 -0.133
H 2.980770 -3.395314 4.784549 -0.01 -0.04 0.01 0.057
H 4.305851 -3.528185 5.962472 0.01 0.18 -0.09 0.077
H 4.569664 -3.995776 4.253492 0.01 0.21 0.00 0.078
H 4.198447 -5.810797 5.623522 -0.04 -0.20 -0.28 0.031
C -2.581768 -1.148033 2.400653 0.32 0.21 -0.02 -0.153
O -1.487431 -1.067439 1.498441 -0.19 -0.30 -0.12 -0.181
H -3.111603 -2.081011 2.215429 0.02 0.00 -0.03 0.076
H -2.224699 -1.135656 3.433396 -0.11 0.00 0.05 0.078
H -3.260387 -0.306577 2.235030 -0.14 -0.05 0.17 0.071
H -1.034146 -0.234423 1.679389 0.02 -0.21 0.20 -0.004
C -4.007263 4.154730 0.365372 -0.12 0.16 -0.04 -0.111
O -3.149774 4.486866 -0.734433 0.04 0.04 0.18 -0.168
H -3.511218 3.403052 0.973075 0.10 0.00 -0.12 0.063
H -4.196437 5.043384 0.972530 -0.07 -0.08 0.06 0.083
H -4.952307 3.751324 -0.005101 0.00 -0.02 0.09 0.084
H -3.603973 5.149476 -1.261195 -0.09 -0.01 -0.12 0.084
C -3.467185 1.400021 -3.309070 -0.17 0.21 -0.41 -0.146
O -2.813447 1.695196 -4.541924 0.28 0.00 0.16 -0.121
H -2.815675 0.761358 -2.714849 0.07 0.01 -0.08 0.065
H -3.662829 2.325636 -2.758280 -0.04 -0.11 0.20 0.073
H -4.403711 0.877130 -3.500785 -0.02 0.00 0.21 0.059
H -3.405804 2.254979 -5.049575 -0.08 -0.07 -0.09 0.069
C 3.336896 -8.247460 -1.616623 -0.04 0.18 0.37 -0.162
O 3.355525 -8.715578 -0.272232 0.04 -0.15 -0.11 -0.126
H 3.473596 -9.099331 -2.278838 0.00 -0.04 0.08 0.076
H 2.376193 -7.772671 -1.833515 0.07 0.03 -0.19 0.076
H 4.149129 -7.533212 -1.775943 -0.06 0.02 -0.20 0.070
H 3.233037 -7.953213 0.299045 -0.03 0.02 0.07 0.064
C -7.575630 1.894951 -4.395893 0.00 -0.31 -0.05 -0.148
O -6.511099 1.319048 -5.148009 0.05 0.22 -0.07 -0.138
H -7.429563 2.972712 -4.367491 0.06 -0.02 -0.05 0.076
H -8.536064 1.675834 -4.868856 -0.05 0.11 0.06 0.078
H -7.572171 1.504877 -3.374590 -0.07 0.10 0.03 0.077
H -6.654315 0.369835 -5.162461 0.11 -0.09 0.01 0.076
C -4.655168 -1.066045 -0.245707 0.19 0.02 -0.37 -0.145
O -4.961745 -0.887716 -1.625996 -0.21 0.11 0.33 -0.144
H -5.499552 -0.715291 0.344957 -0.03 0.00 -0.07 0.083
H -4.482599 -2.125239 -0.033200 0.03 0.05 0.19 0.081
H -3.765334 -0.490364 0.020406 -0.01 -0.08 0.16 0.059
H -4.207960 -1.204057 -2.132058 -0.15 -0.11 -0.27 0.038
C -7.764626 2.817314 -8.467137 0.21 -0.26 0.12 -0.161
O -8.165847 1.478115 -8.208700 -0.22 0.08 -0.07 -0.131
H -8.646811 3.405722 -8.709070 -0.05 -0.10 0.00 0.077
H -7.282463 3.241791 -7.582001 0.03 0.14 -0.08 0.069
H -7.073283 2.842785 -9.313719 0.00 0.21 0.01 0.076
H -7.371678 0.982635 -7.996848 0.03 -0.05 0.11 0.064
C 1.255079 -0.363879 5.839366 -0.12 0.12 -0.39 -0.148
O 0.256165 -0.065686 4.871454 0.03 -0.10 0.20 -0.128
H 0.764360 -0.634410 6.771421 -0.01 -0.01 -0.03 0.069
H 1.870760 -1.203392 5.503146 0.10 0.01 0.17 0.065
H 1.887970 0.512100 6.009547 0.12 -0.11 0.13 0.077
H 0.707080 0.171899 4.054856 -0.15 0.11 -0.14 0.035
C 6.904727 -7.423679 4.416753 0.02 0.14 0.14 -0.135
O 5.907648 -6.987650 5.339133 -0.04 0.06 0.06 -0.133
H 6.409504 -7.950307 3.605202 -0.07 0.02 0.05 0.082
H 7.447055 -6.566964 4.009614 0.05 -0.08 -0.08 0.079
H 7.605132 -8.101800 4.909352 0.04 -0.02 -0.11 0.078
H 6.359343 -6.526707 6.050836 0.06 -0.05 0.09 0.081
C 0.974788 0.200146 10.258007 -0.05 0.20 -0.25 -0.159
O 1.725936 0.573759 9.107573 0.07 -0.12 0.17 -0.135
H 1.560486 -0.516803 10.828372 0.04 0.01 -0.06 0.077
H 0.773049 1.074341 10.882882 -0.06 -0.09 0.11 0.074
H 0.030157 -0.264573 9.962519 -0.02 -0.04 0.15 0.076
H 1.198193 1.205058 8.613620 0.02 0.04 -0.11 0.066
C -3.470225 -3.577868 -3.958101 -0.29 -0.01 0.02 -0.143
O -4.459514 -2.550331 -3.967385 0.32 0.02 -0.09 -0.134
H -2.507681 -3.125342 -4.186219 -0.05 0.06 -0.02 0.079
H -3.420176 -4.049818 -2.972654 0.11 -0.07 -0.05 0.078
H -3.697374 -4.333106 -4.714163 0.14 -0.06 0.03 0.077
H -5.303206 -2.960435 -3.764052 -0.10 0.09 0.10 0.078
```
Positions in Å, forces in eV/Å.

Its total charge is 0. For the total energy, the calculation gives -3930.60906 a.u. Its HOMO energy is -8.63 eV. The orbital gap is 8.3 eV.